No. 1
Computed, not measured: the molecule C4H4Br2N2P2, with wB97M-V/def2-TZVPD.

XYZ file:
```
14
Properties=species:S:1:pos:R:3:forces:R:3
C 1.217 1.176 -1.438 2.20 2.02 -1.06
N 0.025 -0.613 -0.300 0.89 0.83 -2.08
Br -0.017 -0.775 -3.474 -0.61 -0.10 -0.82
H -0.472 -2.508 -0.177 -0.35 -1.37 0.29
P -1.387 0.652 1.447 -0.52 -0.12 -0.26
N -0.333 0.649 0.105 0.15 0.20 1.55
P 1.164 -0.596 -1.607 0.28 -0.26 0.58
H 0.199 2.555 -0.002 0.31 1.72 0.01
H -1.944 -1.711 1.962 -2.20 -2.30 2.42
C 0.452 1.642 -0.441 -0.80 -2.29 -0.43
C -0.696 -1.586 0.288 0.02 1.23 1.27
H 1.934 1.827 -2.075 -1.43 -1.27 1.30
C -1.441 -1.131 1.333 2.48 1.41 -2.81
Br -3.347 1.027 0.315 -0.44 0.31 0.02
```
Forces are in eV/Å.

Summary:
M = 301.85 g mol⁻¹
HOMO energy = -8.0 eV
structure (SMILES) = BrP1C=CN2N1C=CP2Br
E = -165855.2067 eV

Results of the natural (NBO) charge analysis, in e, for atoms 1 through 8: -0.6733, -0.5109, -0.2803, 0.2309, 0.9669, -0.5257, 0.9441, 0.2317

=====

No. 2
Computed, not measured: a structure of composition C4H4Br2S, with wB97M-V/def2-TZVPD.

XYZ file:
```
11
Properties=species:S:1:pos:R:3:forces:R:3
C -0.275 -1.196 1.102 0.02 0.07 -0.30
H -0.403 0.646 -1.761 0.07 0.11 0.01
H 1.787 -0.088 -1.103 -0.15 0.03 -0.04
Br -2.825 -1.023 -0.321 -0.01 -0.14 0.14
C -1.066 -0.715 0.165 2.06 3.22 -2.01
H 1.802 1.384 -0.108 0.00 -0.01 -0.07
S 1.348 -0.554 1.216 0.06 0.28 -0.08
H -0.523 -1.961 1.817 -0.15 -0.13 0.07
C -0.162 0.718 -0.708 -2.34 -3.12 1.96
C 1.259 0.465 -0.324 0.31 -0.27 0.43
Br -0.942 2.323 0.024 0.13 -0.05 -0.11
```
Forces are in eV/Å.

Summary:
M = 243.95 g mol⁻¹
HOMO energy = -8.4 eV
E = -155131.4533 eV

Results of the natural (NBO) charge analysis, in e, for atoms 1 through 8: -0.4317, 0.2298, 0.2374, 0.1279, -0.1347, 0.2499, 0.2656, 0.2524

=====

No. 3
Computed, not measured: the molecule C4H4BrN, with wB97M-V/def2-TZVPD.

XYZ file:
```
10
Properties=species:S:1:pos:R:3:forces:R:3
C 0.031 -1.226 3.471 -0.23 0.61 -0.45
H 0.191 -1.612 -0.700 0.26 -0.61 -0.70
N -0.170 -0.033 3.217 -0.26 -1.10 2.09
H 1.037 -0.025 -0.631 -1.67 -0.93 -0.17
H -0.133 1.346 1.696 -0.39 0.83 -0.16
H -0.720 -0.199 -1.164 -0.33 0.23 0.27
Br 0.075 -2.080 5.083 0.11 -0.42 0.83
C 0.019 -0.578 -0.465 2.53 0.74 -1.61
C -0.177 -0.557 0.928 -1.09 0.38 1.61
C -0.291 0.310 1.911 1.07 0.27 -1.71
```
Forces are in eV/Å.

Summary:
M = 145.99 g mol⁻¹
HOMO energy (alpha / beta) = -8.4 / -8.8 eV
E = -75739.7017 eV

Results of the natural (NBO) charge analysis, in e, for atoms 1 through 8: 0.1880, 0.2489, -0.4809, 0.2354, 0.2048, 0.2407, 0.1245, -0.7442

=====

No. 4
Computed, not measured: the molecule C4H4BrNO2S, with wB97M-V/def2-TZVPD.

XYZ file:
```
13
Properties=species:S:1:pos:R:3:forces:R:3
C 0.678 0.124 -0.543 -1.55 -3.42 -1.37
C -0.049 -0.083 1.703 -0.19 1.26 2.46
O 2.082 2.365 -1.118 -1.61 1.59 -1.53
H -0.515 0.010 2.749 -0.03 -0.86 -2.08
N 2.754 1.701 -0.422 -1.50 -2.93 0.95
H -1.257 -0.728 0.009 -1.64 -0.50 -0.02
H 0.237 0.978 -1.014 0.65 1.08 -0.24
H 0.816 -0.635 -1.378 -0.39 0.76 0.87
C -0.419 -0.303 0.455 2.35 0.26 -0.20
C 1.946 0.242 0.156 3.31 2.53 0.71
O 3.860 1.906 -0.092 2.05 0.07 0.96
S 1.584 0.593 1.886 0.19 -0.50 -0.58
Br 3.488 -1.088 -0.092 -1.64 0.68 0.08
```
Forces are in eV/Å.

Summary:
M = 210.05 g mol⁻¹
HOMO energy = -9.1 eV
structure (SMILES) = O=[N+]([O-])[C@]1(Br)CC=CS1
E = -90670.9604 eV

Results of the natural (NBO) charge analysis, in e, for atoms 1 through 8: -0.5789, -0.3549, -0.3659, 0.2532, 0.5567, 0.2293, 0.2911, 0.2507

=====

No. 5
Computed, not measured: a structure of composition C4H4Cl2N2O4RhTi, with wB97M-V/def2-TZVPD.

XYZ file:
```
18
Properties=species:S:1:pos:R:3:forces:R:3
Cl -0.584 1.184 -3.554 -1.08 0.12 2.80
O 0.712 -1.867 -7.061 -1.52 4.47 3.02
Cl 1.052 -0.258 -1.306 -0.48 0.01 -0.75
Ti 0.398 0.735 -5.451 2.57 1.93 2.27
N -0.873 0.846 4.974 -0.31 -0.78 0.08
C 0.437 -0.923 -6.433 1.51 -7.93 -5.07
C -0.560 -1.607 1.078 -0.93 -6.83 3.64
C -0.116 0.356 3.954 0.94 -0.51 -1.96
H 1.037 -0.557 5.377 0.44 -0.40 0.12
N 0.919 -0.428 4.374 -1.31 1.50 0.65
Rh 0.078 0.044 0.652 0.29 2.09 0.91
H -0.761 0.485 5.920 -0.08 0.26 0.55
H 1.700 -0.619 3.771 0.51 -0.45 -0.32
O -0.375 1.760 -8.293 0.84 -1.41 6.31
H -1.728 1.345 4.742 -0.37 0.67 0.07
C -0.195 1.472 -7.169 -1.97 2.55 -9.35
O -0.390 0.637 2.761 0.30 -0.48 0.53
O -0.753 -2.605 1.663 0.64 5.18 -3.48
```
Forces are in eV/Å.

Summary:
M = 365.76 g mol⁻¹
net charge = +4
HOMO energy (alpha / beta) = -21.8 / -24.3 eV
<S²> = 8.800
E = -66498.7833 eV
2S+1 = 6

Results of the natural (NBO) charge analysis, in e, for atoms 1 through 8: -0.1691, -0.1985, -0.0171, 1.2437, -0.3109, 0.3726, 0.6321, 0.7185

=====

No. 6
Computed, not measured: the molecule C4H4Cl2N4O2, with wB97M-V/def2-TZVPD.

XYZ file:
```
16
Properties=species:S:1:pos:R:3:forces:R:3
C -0.049 1.509 0.398 0.04 1.65 -0.83
Cl -0.252 1.355 2.901 -0.62 -1.35 0.05
O -1.662 -1.168 2.037 0.09 0.15 -0.86
N -0.525 0.646 1.351 0.56 1.97 1.33
N 1.881 -0.042 -0.036 -2.06 0.07 -1.28
N -0.503 1.120 -0.898 -1.05 -0.31 -1.37
O 0.576 2.505 0.660 -0.90 -0.76 -0.80
C 1.168 -0.602 -0.924 2.53 0.10 1.17
Cl 1.891 -1.964 -1.814 -0.63 0.06 -0.32
H -1.493 1.389 -1.172 1.78 -0.05 0.88
H -0.817 -2.043 -0.130 -0.12 -0.95 -0.13
C -1.161 -0.544 1.130 0.02 -1.90 0.51
H -0.539 -0.454 -2.243 -0.31 -0.45 1.30
C -0.334 -0.314 -1.144 2.44 1.80 -1.47
N -1.022 -1.074 -0.198 -2.01 0.45 2.03
H 2.840 -0.318 0.083 0.24 -0.46 -0.21
```
Forces are in eV/Å.

Summary:
M = 211.01 g mol⁻¹
HOMO energy = -10.3 eV
structure (SMILES) = [H]/N=C(\Cl)C1NC(=O)N(Cl)C(=O)N1
E = -39311.7107 eV

Results of the natural (NBO) charge analysis, in e, for atoms 1 through 8: 0.8097, 0.2170, -0.5594, -0.4987, -0.6234, -0.6766, -0.5169, 0.2811

=====

No. 7
Computed, not measured: the molecule C4H4Cl2S2, with wB97M-V/def2-TZVPD.

XYZ file:
```
12
Properties=species:S:1:pos:R:3:forces:R:3
H -2.496 -0.238 -0.550 0.89 -0.46 0.94
H 1.601 2.065 0.470 0.19 -0.77 -0.13
Cl 2.443 -0.151 1.014 -0.32 0.22 -0.19
C -1.699 -0.800 0.036 -1.78 -1.02 -0.53
C 1.388 0.999 0.290 -1.51 0.13 -0.59
S -1.702 -0.378 1.807 -0.05 -0.05 -0.43
H -2.042 -1.876 0.023 0.69 1.11 -0.33
C 0.247 0.700 -0.384 2.02 0.06 0.55
Cl -0.637 2.015 -1.054 -0.39 0.45 -0.08
C -0.381 -0.611 -0.662 0.08 -0.46 0.52
S 0.252 -1.764 -1.588 0.22 0.22 -0.03
H -1.912 0.903 1.555 -0.03 0.57 0.30
```
Forces are in eV/Å.

Summary:
M = 187.12 g mol⁻¹
HOMO energy = -9.0 eV
structure (SMILES) = S=C(CS)/C(Cl)=C\Cl
E = -50926.7857 eV

Results of the natural (NBO) charge analysis, in e, for atoms 1 through 8: 0.2572, 0.2352, 0.0439, -0.6152, -0.2004, 0.0043, 0.2586, -0.1429

=====

No. 8
Computed, not measured: the molecule C4H4Cl4, with wB97M-V/def2-TZVPD.

XYZ file:
```
12
Properties=species:S:1:pos:R:3:forces:R:3
C 0.002 -0.130 -0.278 1.45 -0.50 -0.10
Cl 2.816 -0.476 -0.365 -0.50 0.02 0.60
Cl 1.623 1.925 0.823 -0.07 0.11 -0.43
H -1.096 1.453 0.841 0.33 -0.23 -0.45
C -1.174 0.442 0.430 0.14 0.94 0.89
C -0.314 -0.853 -1.389 6.21 -1.32 1.61
H 0.400 -1.627 -1.923 -1.34 2.11 1.13
C 1.445 0.156 0.578 -2.09 0.10 -2.46
H -1.272 -0.767 -1.689 -2.53 -0.30 -1.26
Cl -1.264 -0.519 1.987 -0.77 0.03 -0.46
Cl -2.591 0.517 -0.634 -0.81 0.20 1.08
H 1.424 -0.120 1.618 -0.02 -1.17 -0.14
```
Forces are in eV/Å.

Summary:
M = 193.89 g mol⁻¹
HOMO energy = -10.5 eV
structure (SMILES) = C=C(C(Cl)Cl)C(Cl)Cl
E = -54300.7683 eV

Results of the natural (NBO) charge analysis, in e, for atoms 1 through 8: -0.0723, 0.0077, -0.0325, 0.2469, -0.2323, -0.3315, 0.2295, -0.2221

=====

No. 9
Computed, not measured: the molecule C4H4Cl4, with wB97M-V/def2-TZVPD.

XYZ file:
```
12
Properties=species:S:1:pos:R:3:forces:R:3
C -1.849 0.504 0.011 0.70 -0.64 1.23
Cl -2.724 0.898 -1.524 0.53 -0.49 1.23
H -2.170 -0.526 0.465 0.16 2.28 -1.09
Cl -2.128 1.813 1.294 -0.23 -0.89 -0.85
H 2.108 0.185 -0.737 0.71 -0.59 0.39
C 1.904 -0.645 -0.047 -0.64 2.23 0.75
Cl 0.329 1.692 -1.269 -0.41 -0.48 0.82
C -0.314 0.455 -0.146 -2.67 2.85 -2.64
H 2.503 -0.656 0.852 0.36 0.54 0.29
H 2.097 -1.577 -0.462 -0.06 -1.75 -1.18
Cl -0.225 -1.692 1.247 -0.20 -1.02 0.96
C 0.468 -0.452 0.316 1.76 -2.05 0.08
```
Forces are in eV/Å.

Summary:
M = 193.89 g mol⁻¹
HOMO energy = -9.8 eV
structure (SMILES) = C/C(Cl)=C(\Cl)C(Cl)Cl
E = -54301.7526 eV

Results of the natural (NBO) charge analysis, in e, for atoms 1 through 8: -0.2303, 0.0124, 0.2727, -0.0440, 0.2444, -0.6429, -0.0072, -0.0626

=====

No. 10
Computed, not measured: the molecule C4H4Cl4O2S, with wB97M-V/def2-TZVPD.

XYZ file:
```
15
Properties=species:S:1:pos:R:3:forces:R:3
Cl 1.852 0.535 -1.538 -0.32 0.32 -0.53
H -0.232 1.051 1.406 -0.24 0.00 1.37
Cl -2.345 -1.766 0.599 -0.46 -0.90 0.71
Cl 1.800 -2.330 -0.386 1.04 -0.80 -0.81
O -1.266 1.112 -1.864 -0.08 0.39 -1.48
O -2.499 1.134 0.259 -2.58 0.65 1.68
H -1.018 -1.744 -1.290 0.32 -0.32 -1.54
Cl 2.785 0.824 1.138 -0.98 0.10 0.02
S -1.419 0.725 -0.513 3.70 -1.99 -0.98
C 1.066 -1.080 0.417 -3.77 1.32 -3.65
H 0.944 -1.323 1.376 -0.79 -0.55 3.82
C 0.060 1.285 0.418 0.25 -1.39 -0.67
C 1.259 0.368 0.109 1.66 0.58 -0.32
C -1.171 -1.156 -0.440 2.00 2.93 2.67
H 0.183 2.366 0.311 0.25 -0.33 -0.29
```
Forces are in eV/Å.

Summary:
M = 257.95 g mol⁻¹
HOMO energy = -9.2 eV
E = -69228.8272 eV

Results of the natural (NBO) charge analysis, in e, for atoms 1 through 8: 0.0399, 0.2466, 0.0732, 0.1096, -0.9243, -0.9156, 0.2232, -0.0710

=====

Number 2 is which compound?
C4H4Br2S